DFT (wB97M-V/def2-TZVPD) results for a cluster of 12 separate species, C38H78Br4N10O6 in total in a non-equilibrium geometry.

Last columns: bonded neighbours and bond lengths (Å).
Element x y z (Å)
1 C 4.0756 4.9823 3.1682  O2 1.232, N3 1.330, H6 1.101
2 O 3.1737 5.1212 3.9964  C1 1.232
3 N 4.4335 3.8661 2.5389  C1 1.330, C4 1.536, C5 1.427
4 C 5.7146 3.7334 1.7020  N3 1.536, H7 1.090, H8 1.090, H9 1.090
5 C 3.6843 2.6578 2.6613  N3 1.427, H10 1.090, H11 1.090, H12 1.090
6 H 4.8966 5.7010 3.0210  C1 1.101
7 H 6.2431 4.6860 1.6670  C4 1.090
8 H 5.5405 3.4201 0.6726  C4 1.090
9 H 6.3849 3.0188 2.1796  C4 1.090
10 H 4.0483 1.7813 3.1975  C5 1.090
11 H 2.7336 2.8914 3.1406  C5 1.090
12 H 3.4003 2.2306 1.6996  C5 1.090
13 C -0.8145 -0.1458 -3.9335  O14 1.246, N15 1.391, H18 1.101
14 O -1.6242 -0.8892 -3.3458  C13 1.246
15 N -0.7277 -0.1180 -5.3215  C13 1.391, C16 1.432, C17 1.437
16 C 0.2377 0.7376 -5.9432  N15 1.432, H19 1.090, H20 1.090, H21 1.090
17 C -1.5298 -0.9956 -6.1290  N15 1.437, H22 1.090, H23 1.090, H24 1.090
18 H -0.1244 0.5505 -3.4324  C13 1.101
19 H -0.2294 1.2168 -6.8037  C16 1.090
20 H 1.0876 0.1967 -6.3594  C16 1.090
21 H 0.6693 1.5626 -5.3766  C16 1.090
22 H -1.4941 -0.6340 -7.1567  C17 1.090
23 H -1.1789 -2.0259 -6.0696  C17 1.090
24 H -2.5997 -0.9430 -5.9272  C17 1.090
25 C 4.0728 0.5444 -3.2667  O26 1.235, N27 1.345, H30 1.101
26 O 2.9576 0.1426 -3.6150  C25 1.235
27 N 4.2149 1.5463 -2.3814  C25 1.345, C28 1.455, C29 1.434
28 C 5.5251 2.0543 -2.0045  N27 1.455, H31 1.090, H32 1.090, H33 1.090
29 C 3.0787 2.1363 -1.7354  N27 1.434, H34 1.090, H35 1.090, H36 1.090
30 H 5.0521 0.1912 -3.6250  C25 1.101
31 H 5.5615 1.7643 -0.9544  C28 1.090
32 H 5.6945 3.1244 -2.1237  C28 1.090
33 H 6.2934 1.4882 -2.5310  C28 1.090
34 H 2.1195 1.7097 -2.0289  C29 1.090
35 H 3.1669 1.9233 -0.6700  C29 1.090
36 H 3.0215 3.2212 -1.8241  C29 1.090
37 C -5.9928 -1.9163 4.3424  O38 1.271, N39 1.338, H42 1.101
38 O -7.1054 -1.7711 3.7464  C37 1.271
39 N -4.7843 -1.9447 3.7693  C37 1.338, C40 1.468, C41 1.449
40 C -3.5847 -1.7091 4.5821  N39 1.468, H43 1.090, H44 1.090, H45 1.090
41 C -4.7390 -1.9114 2.3216  N39 1.449, H46 1.090, H47 1.090, H48 1.090
42 H -5.8053 -2.0923 5.4129  C37 1.101
43 H -3.0201 -0.8312 4.2681  C40 1.090
44 H -2.9109 -2.5658 4.5754  C40 1.090
45 H -3.8635 -1.6155 5.6317  C40 1.090
46 H -4.6305 -0.8774 1.9944  C41 1.090
47 H -3.8511 -2.4729 2.0309  C41 1.090
48 H -5.6225 -2.1475 1.7285  C41 1.090
49 C -3.0247 -5.8201 -2.3242  O50 1.224, N51 1.328, H54 1.101
50 O -3.3453 -5.4963 -3.4603  C49 1.224
51 N -2.7926 -4.9907 -1.3136  C49 1.328, C52 1.489, C53 1.474
52 C -2.3691 -5.5260 0.0097  N51 1.489, H55 1.090, H56 1.090, H57 1.090
53 C -3.0170 -3.5368 -1.4109  N51 1.474, H58 1.090, H59 1.090, H60 1.090
54 H -2.8449 -6.8628 -2.0196  C49 1.101
55 H -2.3887 -6.6148 -0.0378  C52 1.090
56 H -2.9207 -5.1337 0.8641  C52 1.090
57 H -1.3462 -5.2341 0.2473  C52 1.090
58 H -3.6488 -3.2508 -0.5700  C53 1.090
59 H -2.1043 -2.9710 -1.2239  C53 1.090
60 H -3.4337 -3.1911 -2.3570  C53 1.090
61 C 0.7671 -0.1918 1.9790  O62 1.219, N63 1.355, H66 1.101
62 O 1.7114 0.5403 1.7396  C61 1.219
63 N -0.1614 -0.6126 1.0870  C61 1.355, C64 1.463, C65 1.444
64 C -1.4119 -1.1115 1.6607  N63 1.463, H67 1.090, H68 1.090, H69 1.090
65 C -0.1209 -0.3082 -0.3235  N63 1.444, H70 1.090, H71 1.090, H72 1.090
66 H 0.6873 -0.5909 3.0020  C61 1.101
67 H -1.7001 -2.0971 1.2950  C64 1.090
68 H -2.1987 -0.4880 1.2362  C64 1.090
69 H -1.5077 -1.0284 2.7433  C64 1.090
70 H 0.7724 0.2199 -0.6571  C65 1.090
71 H -0.2172 -1.1526 -1.0060  C65 1.090
72 H -0.8855 0.4453 -0.5125  C65 1.090
73 C 4.3659 -1.7107 1.2655  C74 1.623, H78 1.090, H79 1.090, H80 1.090
74 C 3.5963 -1.9692 -0.1394  C73 1.623, C75 1.548, H81 1.090, H82 1.090
75 C 4.5344 -2.6481 -1.1665  C74 1.548, C76 1.466, H83 1.090, H84 1.090
76 C 5.7469 -1.8882 -1.4871  C75 1.466, N77 1.109
77 N 6.6973 -1.3476 -1.6716  C76 1.109
78 H 3.6765 -1.2056 1.9420  C73 1.090
79 H 5.2708 -1.1554 1.0186  C73 1.090
80 H 4.6426 -2.6830 1.6732  C73 1.090
81 H 3.1405 -1.0592 -0.5296  C74 1.090
82 H 2.8878 -2.7843 0.0080  C74 1.090
83 H 3.9715 -2.8868 -2.0689  C75 1.090
84 H 4.8992 -3.6407 -0.9024  C75 1.090
85 C 1.0953 -4.4389 -2.5491  C86 1.553, H90 1.090, H91 1.090, H92 1.090
86 C 0.3009 -3.6735 -3.6425  C85 1.553, C87 1.560, H93 1.090, H94 1.090
87 C -0.2100 -4.6381 -4.7570  C86 1.560, C88 1.516, H95 1.090, H96 1.090
88 C 0.8575 -5.5998 -5.2390  C87 1.516, N89 1.154
89 N 1.6654 -6.3523 -5.5731  C88 1.154
90 H 1.6078 -3.7775 -1.8505  C85 1.090
91 H 1.8466 -5.1393 -2.9137  C85 1.090
92 H 0.4934 -5.1004 -1.9260  C85 1.090
93 H 0.8614 -2.8892 -4.1512  C86 1.090
94 H -0.5356 -3.0903 -3.2574  C86 1.090
95 H -0.4872 -4.0472 -5.6300  C87 1.090
96 H -1.1329 -5.0285 -4.3281  C87 1.090
97 C -3.9668 6.0459 2.1916  C98 1.495, H102 1.090, H103 1.090, H104 1.090
98 C -3.3497 4.7942 2.7277  C97 1.495, C99 1.563, H105 1.090, H106 1.090
99 C -4.1494 3.4669 2.5269  C98 1.563, C100 1.513, H107 1.090, H108 1.090
100 C -3.3761 2.2171 2.8873  C99 1.513, N101 1.136
101 N -2.8109 1.2500 3.0765  C100 1.136
102 H -4.8312 6.3536 2.7801  C97 1.090
103 H -4.3483 5.7862 1.2041  C97 1.090
104 H -3.2334 6.8520 2.1743  C97 1.090
105 H -3.0822 4.8676 3.7818  C98 1.090
106 H -2.4568 4.5727 2.1430  C98 1.090
107 H -4.4911 3.5198 1.4932  C99 1.090
108 H -5.0251 3.5498 3.1707  C99 1.090
109 C -0.3018 6.1728 0.7058  C110 1.541, H114 1.090, H115 1.090, H116 1.090
110 C 0.7600 5.1066 1.0371  C109 1.541, C111 1.604, H117 1.090, H118 1.090
111 C 0.3130 3.5839 0.8058  C110 1.604, C112 1.468, H119 1.090, H120 1.090
112 C -0.1068 3.3560 -0.5819  C111 1.468, N113 1.151
113 N -0.4238 3.2441 -1.6831  C112 1.151
114 H 0.0120 7.1788 0.9846  C109 1.090
115 H -1.1525 6.0811 1.3811  C109 1.090
116 H -0.6440 6.1949 -0.3289  C109 1.090
117 H 1.1649 5.1199 2.0490  C110 1.090
118 H 1.6689 5.1831 0.4404  C110 1.090
119 H -0.4118 3.2315 1.5397  C111 1.090
120 H 1.1808 2.9539 1.0012  C111 1.090
121 Br -4.4884 0.0680 -0.8404  C122 2.007
122 C -3.6340 1.5663 -1.8659  Br121 2.007, C123 1.532, H125 1.090, H126 1.090
123 C -4.7318 2.5277 -2.3317  C122 1.532, Br124 1.987, H127 1.090, H128 1.090
124 Br -5.8688 3.2500 -0.8706  C123 1.987
125 H -3.0643 1.1309 -2.6869  C122 1.090
126 H -2.9685 2.0764 -1.1695  C122 1.090
127 H -5.3549 1.9577 -3.0209  C123 1.090
128 H -4.4371 3.4163 -2.8899  C123 1.090
129 Br 1.4362 -3.3147 3.4256  C130 1.991
130 C 2.2202 -3.3461 5.2550  Br129 1.991, C131 1.559, H133 1.090, H134 1.090
131 C 1.4054 -2.4662 6.2506  C130 1.559, Br132 1.920, H135 1.090, H136 1.090
132 Br 2.2544 -2.5684 7.9701  C131 1.920
133 H 3.2686 -3.1028 5.0824  C130 1.090
134 H 2.2278 -4.3972 5.5435  C130 1.090
135 H 0.4132 -2.9125 6.3172  C131 1.090
136 H 1.2442 -1.4047 6.0625  C131 1.090

Results
SMILES = CN(C)C=O.CN(C)C=O.CN(C)C=O.CN(C)C=O.CN(C)C=O.CN(C)C=O.BrCCBr.BrCCBr.CCCC#N.CCCC#N.CCCC#N.CCCC#N
highest occupied orbital energy = -9.313 eV

These are the Mulliken partial charges, in e, on atoms 1 to 99:
1 C 0.136
2 O -0.590
3 N 0.287
4 C -0.743
5 C -0.820
6 H 0.281
7 H 0.361
8 H 0.131
9 H 0.332
10 H 0.381
11 H 0.347
12 H -0.150
13 C 0.337
14 O -0.545
15 N 0.246
16 C -1.017
17 C -0.672
18 H 0.066
19 H 0.379
20 H 0.375
21 H 0.293
22 H 0.367
23 H 0.028
24 H 0.274
25 C -0.109
26 O -0.534
27 N 0.296
28 C -0.879
29 C 0.145
30 H 0.343
31 H 0.239
32 H 0.302
33 H 0.334
34 H -0.419
35 H -0.224
36 H 0.443
37 C 0.155
38 O -0.621
39 N 0.230
40 C -0.804
41 C -0.604
42 H 0.279
43 H 0.153
44 H 0.305
45 H 0.380
46 H 0.095
47 H 0.085
48 H 0.344
49 C 0.113
50 O -0.605
51 N 0.316
52 C -0.824
53 C -0.794
54 H 0.226
55 H 0.291
56 H 0.247
57 H 0.324
58 H 0.375
59 H 0.034
60 H 0.299
61 C -0.513
62 O -0.386
63 N 0.882
64 C -0.642
65 C 0.199
66 H 0.589
67 H -0.079
68 H 0.173
69 H 0.306
70 H -0.365
71 H -0.186
72 H 0.022
73 C -1.269
74 C 0.569
75 C -0.461
76 C 0.083
77 N -0.498
78 H 0.176
79 H 0.429
80 H 0.363
81 H -0.242
82 H 0.143
83 H 0.226
84 H 0.509
85 C -0.853
86 C 0.570
87 C -0.344
88 C 0.255
89 N -0.499
90 H -0.180
91 H 0.491
92 H 0.282
93 H 0.294
94 H -0.276
95 H 0.119
96 H 0.098
97 C -1.272
98 C 0.440
99 C 0.075